No. 1
72
Properties=species:S:1:pos:R:3:lowdin_charge:R:1 method="wB97M-V/def2-TZVPD" multiplicity=1 homo_energy_ev=-8.83 e_lumo_ev=0.4 orbital_gap_ev=9.2 total_charge=0 e_tot_ev=-396688.01098 max_force_ev_per_a=5.08
Br -3.1276 -6.5310 6.8912 0.589
Br -2.4697 -3.5439 4.6968 0.601
Br 0.0830 -4.7950 2.3518 0.635
Br -3.7354 -6.6933 10.5299 0.602
Br 2.0423 6.5561 -3.4443 0.659
Si 0.8780 3.5976 -2.9838 0.503
Si 0.9552 2.9566 -0.2184 0.564
F 2.2752 1.4090 -5.7202 0.095
O 1.0331 4.1379 -1.4143 -0.339
O 0.4167 1.0556 -4.7016 0.165
O 0.3087 -2.9747 -2.6234 -0.189
N 3.6080 2.2106 0.1249 -0.174
C -2.6823 -4.5382 3.0386 -0.681
C 2.5477 2.9867 0.8170 -0.280
C 1.4648 1.4996 -4.6494 -0.609
C 4.1270 1.0828 0.9094 -0.139
C -0.1725 4.6102 -6.3762 -0.102
C 0.8597 -2.9526 -3.9270 -0.113
C -3.4676 -5.1007 8.1627 -0.700
C 0.7104 -1.8360 -0.4925 -0.163
C -1.3519 0.7328 1.2906 -0.196
C -0.4944 -1.5614 0.4269 -0.213
C -0.5035 3.1579 0.9604 -0.253
C -1.6614 2.1609 0.7416 -0.260
C -2.7857 -5.3574 9.4799 -0.700
C 0.4334 -1.7048 -1.9895 -0.232
C 1.2026 4.9864 -4.2558 -0.771
C -0.0909 5.3343 -5.0292 -0.359
C 2.0622 2.1856 -3.4501 -0.135
C -1.2253 -0.2450 0.1031 -0.222
C -1.6128 -5.5859 2.8839 -0.688
H -2.2108 -0.4831 -0.3017 0.118
H 0.4532 -3.7744 -4.5113 0.085
H 3.6723 0.1347 0.6161 0.060
H 1.5089 -1.1479 -0.1991 0.096
H -1.1838 -2.4040 0.3145 0.093
H 0.6126 4.9508 -7.0530 0.081
H -2.6847 -3.8102 2.2329 0.042
H -2.7894 -4.4577 10.0921 0.057
H 1.0938 -2.8455 -0.3239 0.105
H -2.2050 0.3897 1.8788 0.105
H -1.7662 -5.7125 9.3659 0.050
H 5.2041 1.0318 0.7467 0.075
H 0.9051 1.6101 -0.8294 0.027
H 3.0637 2.5292 -3.7145 0.096
H 0.6398 -2.0228 -4.4658 0.078
H -0.4526 -1.1112 -2.2381 0.122
H 2.2920 2.5023 1.7673 0.065
H 3.9879 1.1899 1.9937 0.073
H -4.5454 -5.0090 8.2530 0.053
H -0.1399 3.0474 1.9865 0.072
H -1.1530 4.8042 -6.8106 0.075
H -0.9800 5.0662 -4.4582 0.082
H 2.8626 4.0095 1.0407 0.084
H -0.1538 -1.6171 1.4629 0.091
H -0.7110 0.2885 -0.6952 0.055
H -2.5734 2.5029 1.2369 0.099
H -0.1047 6.4068 -5.2250 0.083
H 1.8947 4.5948 -5.0034 0.051
H -0.4718 0.7322 1.9366 0.105
H -0.0927 3.5224 -6.2924 0.067
H -3.0672 -4.2029 7.6938 0.027
H -0.5345 3.2183 -3.1922 0.047
H -0.9182 4.1688 0.8868 0.077
H -1.4292 -6.1436 3.7974 0.039
H -1.9209 2.0472 -0.3131 0.096
H -1.8701 -6.2774 2.0838 0.060
H 1.2942 -1.1866 -2.4361 0.106
H 2.1627 1.4053 -2.6948 0.068
H 4.3957 2.8239 -0.0378 0.088
H -3.6640 -5.0034 3.1081 0.061
H 1.9519 -3.0085 -3.8317 0.091



No. 2
76
Properties=species:S:1:pos:R:3:lowdin_charge:R:1 method="wB97M-V/def2-TZVPD" multiplicity=1 homo_energy_ev=-4.93 e_lumo_ev=2.2 orbital_gap_ev=7.1 total_charge=-1 e_tot_ev=-137259.83123 max_force_ev_per_a=5.55
Br 0.5624 4.4400 -3.7614 0.501
S 5.4181 1.1682 -0.8705 0.636
P 3.2251 0.8880 -0.3598 0.582
F 5.8842 0.0938 -2.0657 -0.300
O 3.1358 2.6775 -0.1693 -0.384
O -1.0320 -4.7244 4.4717 0.050
O -0.6113 0.8001 0.1783 -0.090
O 6.2947 0.9615 0.3235 -0.413
O 5.5982 2.5727 -1.3360 -0.405
O 1.4220 -4.9469 1.0031 0.074
O 2.6753 -1.6728 0.6194 -0.141
O 0.9098 -1.2761 -0.9414 -0.141
O 2.8694 3.3972 1.7977 0.003
O -2.6505 1.9167 -3.4796 0.072
O -1.7057 3.7374 -0.1164 0.066
N 2.2755 2.9163 0.8822 -0.140
C -1.3334 6.0117 0.4329 -0.017
C 2.1302 3.4306 -3.0139 -0.543
C 2.7064 1.0249 -2.1753 -0.268
C -5.0117 1.8210 -3.2946 -0.026
C -2.0939 4.2658 2.1636 -0.019
C 0.4391 -6.4140 2.5782 -0.027
C 1.5779 2.1188 -2.3888 -0.338
C 3.4389 -1.0234 -0.4002 -0.344
C 1.3240 -1.8631 0.2936 -0.265
C -1.7113 4.5885 0.7432 -0.493
C -1.2218 -2.3624 4.5775 -0.010
C 1.5980 -7.2438 0.4291 -0.028
C 1.1773 -6.0920 1.3067 -0.489
C -0.5081 -1.3750 -0.9799 -0.190
C -1.7065 -3.7709 4.7940 -0.485
C -1.2061 -0.0002 -0.8495 -0.215
C -3.7164 2.2669 -3.9232 -0.505
C -3.0625 -3.9489 5.4260 -0.025
C -3.8037 3.1682 -5.1272 -0.024
H -1.2585 4.4812 2.8316 0.090
H 0.7191 -7.8019 0.1009 0.080
H -1.0811 6.0960 -0.6234 0.079
H -3.2810 -5.0122 5.5203 0.079
H -0.2354 -2.3854 4.1160 0.088
H -4.7961 1.1797 -2.4407 0.078
H 0.7233 -1.4149 1.1260 0.133
H 2.3151 0.0996 -2.6249 0.075
H -3.8279 -3.4867 4.8004 0.084
H -1.1500 -1.8423 5.5345 0.086
H -1.2186 0.5883 -1.7895 0.099
H -2.3398 3.2071 2.2403 0.081
H 3.6776 0.8228 1.0184 0.044
H 3.3325 -1.4730 -1.4124 0.091
H -1.0541 1.6492 0.1317 0.037
H -4.3408 2.6633 -5.9326 0.081
H 1.0627 -7.0349 3.2252 0.088
H 2.5403 4.0561 -2.2043 0.054
H 0.2051 -5.4878 3.0997 0.045
H 1.8804 0.8122 0.1325 0.022
H -0.4934 -6.9331 2.3464 0.087
H 2.1176 -6.8595 -0.4482 0.081
H 3.5889 1.4206 -2.7372 0.063
H -0.8553 -1.8630 -1.9185 0.127
H -2.7982 3.4077 -5.4712 0.080
H -4.3148 4.0955 -4.8619 0.083
H -2.9671 4.8523 2.4562 0.081
H 2.2741 -7.9019 0.9778 0.081
H -5.5761 2.6889 -2.9487 0.082
H 1.0738 -2.9516 0.2666 0.104
H -0.4648 6.3027 1.0258 0.089
H -3.0715 -3.4986 6.4200 0.083
H -5.6024 1.2563 -4.0186 0.081
H 0.8463 1.6980 -3.1186 0.083
H 2.8398 3.2596 -3.8361 0.062
H -2.2750 -0.1651 -0.5621 0.115
H -1.9064 -1.8303 3.9147 0.089
H 0.9906 2.2994 -1.4666 0.081
H 4.5093 -1.2029 -0.1263 0.078
H -2.1728 6.6757 0.6492 0.081
H -0.9027 -2.0188 -0.1602 0.116



No. 3
74
Properties=species:S:1:pos:R:3:lowdin_charge:R:1 method="wB97M-V/def2-TZVPD" multiplicity=1 homo_energy_ev=-11.01 e_lumo_ev=-4.3 orbital_gap_ev=6.7 total_charge=+1 e_tot_ev=-54462.74863 max_force_ev_per_a=2.67
S 1.7046 -2.2127 -0.6543 1.022
O -3.2227 8.8517 -0.6365 -0.183
O -2.1942 6.2040 0.1522 -0.232
O -1.0976 -7.1339 -3.6673 -0.184
O 4.9393 -0.5764 1.9503 -0.186
O 5.4235 -0.7238 4.8546 -0.188
O 1.7985 -3.2779 1.8902 0.047
O -1.2396 -4.3620 -2.6526 -0.213
N -3.0977 1.6283 0.9343 0.149
N -2.4972 1.1872 -0.1171 -0.087
N -2.5295 2.7502 1.2979 0.112
N -0.1318 -4.2510 2.0205 0.084
N -1.5333 2.0357 -0.4437 0.190
N -0.0316 -3.6395 0.7950 0.060
C -0.0668 -6.1677 -3.7842 -0.203
C 4.8867 0.3962 4.1737 -0.209
C -0.0835 -5.1975 -2.6256 -0.205
C -2.2028 -6.8841 -4.5179 -0.107
C 6.8100 -0.9121 4.6211 -0.104
C -3.4815 7.6437 -1.3265 -0.208
C -1.8981 9.3292 -0.8066 -0.102
C -2.8600 -0.0327 -0.8458 -0.073
C -1.5577 3.0077 0.4458 -0.057
C 4.8867 -1.9933 1.9010 -0.100
C 1.0819 -3.0794 0.7240 -0.656
C -1.8552 -1.1551 -0.6738 -0.157
C -2.2312 -4.7636 -1.7180 -0.114
C -2.0478 6.6758 1.4870 -0.104
C -3.4916 6.4624 -0.3830 -0.202
C -0.6387 -1.0749 -1.6196 -0.233
C 0.6888 -0.7562 -0.9159 -0.480
C 0.9711 -4.0126 2.6037 -0.196
C 4.1008 -0.0255 2.9524 -0.212
H -1.7470 9.6866 -1.8299 0.092
H 7.0400 -0.9274 3.5530 0.085
H 5.6764 1.0990 3.8937 0.128
H 3.6173 0.8591 2.5207 0.120
H -0.9249 1.9027 -1.2417 0.195
H 4.2110 0.9059 4.8691 0.125
H 0.7864 -4.5366 -2.7035 0.107
H -1.1581 8.5580 -0.5767 0.081
H -2.7536 7.4880 -2.1286 0.127
H 7.3921 -0.1241 5.1090 0.091
H -3.7994 5.5688 -0.9378 0.118
H 1.1611 -4.4094 3.5802 0.145
H -0.5517 -1.9618 -2.2313 0.092
H -0.9107 3.8600 0.4313 0.143
H -2.5736 -5.8617 -4.4078 0.081
H -4.2122 6.6240 0.4222 0.130
H 5.6702 -2.3358 1.2271 0.096
H 1.2784 -0.1349 -1.5796 0.072
H -0.1434 -5.6308 -4.7345 0.128
H 0.8857 -6.7068 -3.7765 0.129
H -0.8192 -0.2584 -2.3267 0.097
H -1.7585 10.1640 -0.1231 0.093
H -0.9952 6.5924 1.7560 0.089
H -2.3515 7.7194 1.5765 0.090
H 3.3174 -0.7368 3.2345 0.120
H 3.9208 -2.3207 1.5183 0.042
H -0.0171 -5.7339 -1.6754 0.128
H 0.5398 -0.1676 -0.0149 0.075
H -2.9681 0.2273 -1.8939 0.140
H -4.4723 7.7340 -1.7823 0.130
H -2.4753 -5.8223 -1.8244 0.090
H -2.9947 -7.5781 -4.2424 0.091
H -3.1302 -4.1787 -1.9186 0.085
H 7.0903 -1.8701 5.0545 0.091
H -2.6362 6.0624 2.1774 0.089
H -1.8973 -4.5649 -0.6949 0.064
H -3.8245 -0.3319 -0.4660 0.138
H -2.3901 -2.0671 -0.9034 0.102
H -1.5088 -1.2322 0.3519 0.114
H -1.9309 -7.0638 -5.5631 0.091
H 5.0557 -2.4359 2.8861 0.090



No. 4
71
Properties=species:S:1:pos:R:3:lowdin_charge:R:1 method="wB97M-V/def2-TZVPD" multiplicity=1 homo_energy_ev=-9.28 e_lumo_ev=0.4 orbital_gap_ev=9.6 total_charge=0 e_tot_ev=-51115.00949 max_force_ev_per_a=1.48
S 0.3446 -2.9770 1.7558 0.926
O 0.6620 -3.9420 2.7888 -0.379
O -0.5221 3.3251 -1.9292 -0.031
O 3.5625 1.9498 0.4766 -0.208
O 1.8195 -2.4890 1.1912 -0.336
O -0.1568 -1.6479 2.5291 -0.343
O -6.6367 -2.8788 0.0988 -0.189
O 6.3802 2.4124 -0.2156 -0.188
O -1.9546 4.6116 -3.0835 0.125
O -3.7983 -2.5742 -0.5891 -0.203
N 1.4898 -1.7399 -0.0137 0.033
C 5.7987 2.7059 1.0426 -0.204
C 0.5437 2.4890 1.5437 -0.185
C 5.9575 3.2805 -1.2512 -0.109
C 0.9726 -2.5196 -0.9056 -0.421
C 0.8195 -0.9399 3.3259 -0.212
C -6.7451 -3.8890 -0.8868 -0.111
C 0.4964 0.9420 1.5596 -0.187
C 0.7193 3.0855 0.1317 -0.166
C -0.1384 -1.9469 -1.7231 -0.012
C -1.7055 3.5440 -2.5739 -0.527
C -4.3712 -2.2138 0.6631 -0.198
C -0.6387 3.3331 -0.4916 -0.175
C -2.6454 2.3750 -2.6142 0.010
C -5.5631 -3.0787 1.0024 -0.205
C 3.4981 0.9621 -0.5420 -0.097
C 1.4227 -3.9268 -1.1531 -0.023
C 1.3790 0.3256 2.6552 -0.160
C 4.6515 1.7749 1.3656 -0.204
C -4.1859 -1.7234 -1.6584 -0.107
H 4.8710 3.3942 -1.2633 0.083
H -0.4243 2.8394 1.9205 0.107
H 6.5783 2.5801 1.8003 0.126
H -3.8871 -2.2062 -2.5877 0.090
H 0.3058 -0.6630 4.2464 0.123
H -5.2675 -4.1321 1.0245 0.128
H 4.4674 0.8156 -1.0251 0.090
H 5.4580 3.7457 1.0762 0.127
H -3.6027 -2.3553 1.4292 0.124
H -3.6779 -0.7557 -1.5845 0.076
H 2.7833 1.3072 -1.2884 0.085
H 0.5951 -4.6157 -1.3213 0.092
H -5.2661 -1.5633 -1.6742 0.086
H -1.3146 2.5314 -0.1784 0.116
H -2.9900 2.1647 -1.6004 0.079
H 0.8568 0.5790 0.5987 0.076
H -5.9200 -2.8062 2.0000 0.127
H 1.5552 1.0599 3.4429 0.111
H 4.9966 0.7361 1.3526 0.131
H -2.1563 1.4905 -3.0179 0.087
H 3.1448 0.0149 -0.1261 0.062
H 6.4234 4.2662 -1.1443 0.089
H -0.5386 0.6170 1.6554 0.107
H 2.0025 -3.8762 -2.0786 0.101
H 1.2742 2.3683 -0.4685 0.079
H 6.2787 2.8422 -2.1943 0.089
H -0.4553 -2.6064 -2.5267 0.085
H 4.2903 1.9988 2.3750 0.124
H 2.0457 -4.2916 -0.3428 0.078
H -0.9625 -1.8628 -1.0111 0.080
H -7.1461 -4.8116 -0.4537 0.089
H -7.4359 -3.5299 -1.6476 0.089
H 1.2959 4.0057 0.2073 0.119
H -4.6586 -1.1577 0.6591 0.128
H 1.6225 -1.6138 3.6217 0.111
H 0.0938 -0.9419 -2.0774 0.090
H 1.2913 2.8812 2.2304 0.101
H 2.3437 0.0788 2.2093 0.093
H -1.0317 4.3007 -0.1746 0.138
H -3.5144 2.6441 -3.2078 0.089
H -5.7806 -4.1020 -1.3541 0.083



No. 5
75
Properties=species:S:1:pos:R:3:lowdin_charge:R:1 method="wB97M-V/def2-TZVPD" multiplicity=2 homo_energy_ev="-4.86 / -4.95" s_squared=0.83 e_lumo_ev="1.1 / 2.1" orbital_gap_ev="6.0 / 7.0" total_charge=-1 e_tot_ev=-125802.92903 max_force_ev_per_a=0.11
Te -1.4121 -0.6395 0.8121 0.749
Sb 1.6845 1.7759 4.0749 1.360
Ni -0.9904 1.7580 0.3352 0.262
Si 0.7691 -3.6459 0.7171 0.307
Si -0.5346 -2.1902 -2.5807 0.311
Si 2.5158 -0.6314 -0.9015 0.363
Si 0.4438 -1.6822 -0.5247 0.109
F 0.4583 1.4967 -0.7192 -0.444
F 2.1567 -0.0184 3.7140 -0.360
F 2.5577 1.7117 5.7481 -0.373
F 0.0726 1.1884 4.8778 -0.364
F 0.7856 1.8959 2.3941 -0.356
F 1.1613 3.5789 4.3994 -0.373
F 3.2666 2.3933 3.2478 -0.363
C 3.1607 0.3779 0.5226 -0.208
C 2.5762 0.3158 -2.5267 -0.216
C -1.9414 2.9640 3.2138 -0.023
C -1.9786 3.0612 1.7248 -0.249
C -1.1116 -0.5892 -3.3798 -0.215
C -3.4585 2.2296 -1.6565 -0.026
C -1.6043 3.6247 -0.4831 -0.240
C 0.0055 4.6760 1.2687 -0.009
C -1.1607 3.8282 0.8807 -0.229
C 0.6633 -3.0723 -3.7433 -0.217
C 3.6922 -2.0964 -1.1703 -0.229
C 1.5567 -5.0013 -0.3360 -0.219
C -4.0288 1.5075 1.4088 -0.081
C -2.6888 2.7328 -0.4779 -0.260
C -0.8771 -4.3249 1.3320 -0.239
C -0.9209 4.2037 -1.6753 -0.015
C -2.8937 2.3264 0.8917 -0.314
C -2.0311 -3.3110 -2.3458 -0.230
C 1.8550 -3.2789 2.2023 -0.212
H -3.7502 0.9853 2.3236 0.066
H -1.1095 3.5238 3.6331 0.059
H 2.8703 -3.0124 1.9015 0.018
H -2.8722 3.3533 3.6367 0.091
H 3.8115 -2.6995 -0.2680 0.008
H -1.2880 3.7596 -2.5990 0.075
H -4.3578 0.7655 0.6835 0.057
H -0.2183 5.7346 1.1092 0.088
H 1.7367 -5.8947 0.2693 0.025
H 1.9163 -4.1475 2.8643 0.028
H -1.8287 -0.0998 -2.7168 0.000
H 0.2798 4.5251 2.3101 0.059
H -1.3518 -3.6291 2.0264 0.001
H 1.5388 -2.4562 -3.9571 0.009
H 1.4583 -2.4378 2.7762 0.022
H 0.8951 -5.2835 -1.1593 0.013
H 4.6809 -1.7203 -1.4516 0.027
H 4.1921 0.6863 0.3261 0.037
H 0.1521 4.0153 -1.6178 0.083
H -1.0769 5.2843 -1.7268 0.088
H 2.5505 1.2671 0.6701 0.008
H 2.5096 -4.6842 -0.7636 0.007
H -2.5643 -3.4555 -3.2899 0.024
H -1.5713 -4.5027 0.5075 0.012
H 0.1765 -3.3076 -4.6943 0.024
H -4.8731 2.1645 1.6408 0.094
H -4.3180 2.8714 -1.8688 0.086
H -3.8280 1.2205 -1.4733 0.073
H -2.8375 2.1916 -2.5509 0.070
H 3.6037 0.6475 -2.7075 0.028
H -1.5938 -0.7693 -4.3450 0.028
H 0.8781 4.4230 0.6639 0.092
H -1.8226 1.9316 3.5426 0.073
H 1.9231 1.1850 -2.4871 0.007
H 1.0160 -4.0088 -3.3043 0.013
H 2.2804 -0.3135 -3.3697 0.007
H 3.3456 -2.7531 -1.9732 0.013
H -0.2757 0.0990 -3.5235 0.019
H -1.7330 -4.2939 -1.9725 0.014
H 3.1487 -0.1859 1.4572 0.017
H -2.7235 -2.8719 -1.6238 0.012
H -0.7192 -5.2722 1.8565 0.026



No. 6
75
Properties=species:S:1:pos:R:3:lowdin_charge:R:1 method="wB97M-V/def2-TZVPD" multiplicity=1 homo_energy_ev=-18.02 e_lumo_ev=-8.6 orbital_gap_ev=9.5 total_charge=+3 e_tot_ev=-120403.06028 max_force_ev_per_a=1.10
Ga 0.6050 1.1119 0.3993 0.379
S 0.2419 2.4812 2.2373 0.858
P 0.3358 -1.6256 -1.0618 0.539
P -0.2596 -1.2064 1.7446 0.510
O 1.7590 -2.1589 -0.7987 -0.159
O -0.4888 -1.7949 3.1387 -0.132
O 1.0176 -0.3869 1.5596 -0.251
O -1.4201 -0.1548 1.5261 -0.262
O -0.1244 -2.1857 -2.4138 -0.140
O 0.1694 -0.0878 -1.0239 -0.231
N 2.4502 3.5440 -2.3844 -0.086
N 1.7989 2.2446 -0.7540 -0.028
N -1.6888 4.2163 2.6195 -0.005
N -0.1704 4.8697 1.0253 0.177
C 1.4116 2.9080 -1.8474 -0.103
C 0.2904 -2.8234 3.9152 -0.347
C -1.4281 -3.0633 -4.2152 -0.019
C 2.4438 4.3887 -3.5763 0.036
C -0.5052 -2.3590 0.3761 -0.143
C 3.1493 2.4808 -0.5970 -0.080
C 2.8097 -3.1974 -2.7856 -0.024
C -2.4808 5.4440 2.6055 -0.009
C 3.5545 3.2892 -1.6104 0.004
C -2.5057 -1.5207 -2.5291 -0.045
C -0.6233 3.9837 1.8979 -0.715
C -3.6826 -0.0278 0.6764 -0.012
C 3.3229 -0.8061 -2.1169 -0.029
C -0.4417 -4.1414 3.8040 -0.023
C -3.2192 0.2589 3.1356 -0.017
C 2.9764 -2.2059 -1.6562 -0.356
C 1.7287 -2.8780 3.4503 -0.034
C -1.2568 -1.8593 -3.3173 -0.369
C -2.8375 -0.4616 1.8552 -0.387
H 3.3383 -0.1307 -1.2611 0.062
H -2.3195 -0.7001 -1.8331 0.051
H -0.9294 -0.9955 -3.8965 0.151
H 0.2298 -2.4394 4.9310 0.155
H 2.9484 3.8830 -4.3974 0.114
H 3.7865 -3.3782 -3.2331 0.108
H 2.5941 -0.4517 -2.8506 0.093
H 4.5258 3.6976 -1.8331 0.152
H 3.7221 2.0685 0.2162 0.137
H 2.1908 -1.8921 3.4742 0.087
H -4.7361 -0.0956 0.9442 0.111
H -1.9498 3.4954 3.2754 0.134
H -1.6967 -3.9460 -3.6348 0.100
H -3.2365 5.3776 3.3813 0.110
H -0.2850 -4.6039 2.8274 0.085
H 3.7253 -2.5690 -0.9551 0.154
H 0.7423 4.7511 0.6202 0.112
H 4.3097 -0.8011 -2.5765 0.109
H -0.5801 5.7937 0.9810 0.130
H 2.2934 -3.5328 4.1115 0.112
H -1.5088 -4.0046 3.9758 0.095
H 2.4315 -4.1499 -2.4152 0.100
H -2.9817 5.5741 1.6449 0.108
H -2.2200 -2.8646 -4.9362 0.106
H -0.5091 -3.2717 -4.7608 0.093
H -3.2853 -1.2097 -3.2223 0.111
H 2.9688 5.3176 -3.3675 0.112
H -2.9030 -1.5405 2.0086 0.141
H -4.0888 -0.2260 3.5766 0.107
H -2.4052 0.2290 3.8598 0.089
H -3.5146 -0.6459 -0.2050 0.054
H -1.8610 6.3192 2.8081 0.109
H -1.5780 -2.4910 0.2278 0.093
H 1.4219 4.6130 -3.8684 0.105
H 1.7947 -3.2825 2.4348 0.086
H -3.4850 1.2929 2.9121 0.081
H -0.0673 -4.8250 4.5650 0.108
H -3.4546 1.0112 0.4292 0.097
H 2.1376 -2.8245 -3.5567 0.080
H -0.0462 -3.3317 0.5581 0.100
H -2.8646 -2.3966 -1.9837 0.099
H 0.4133 2.9005 -2.2545 0.160